Here is a molecular structure, C36H59ClN9O2Sr in a non-equilibrium geometry from the Open Molecules 2025 dataset. Energies are from ωB97M-V with the def2-TZVPD basis set.

* LUMO: -2.45 eV
* highest occupied orbital energy: -8.88 eV
* net charge: +1
* E: -69146.7601 eV
* frontier orbital gap: 6.4 eV

Positions of all 108 atoms, in Å:
Sr -1.270 -0.072 0.777
C -2.637 -2.968 0.521
C -1.934 -2.989 1.729
C -2.641 -2.122 2.580
C -3.701 -1.553 1.818
C -3.773 -2.177 0.534
C -4.978 -2.299 -0.446
C -4.789 -1.212 -1.470
C -5.075 -3.649 -1.136
C -6.245 -2.143 0.449
C -2.530 -1.672 4.058
C -2.839 -0.169 4.184
C -3.649 -2.437 4.795
C -1.147 -1.916 4.724
C -0.883 -4.035 2.051
C -0.902 -5.090 0.916
C 0.547 -3.424 2.179
C -1.176 -4.857 3.315
H -2.317 -3.541 -0.342
H -4.429 -0.846 2.259
H -3.926 -1.512 -2.109
H -4.590 -0.226 -0.979
H -5.668 -1.003 -2.145
H -4.253 -3.813 -1.824
H -6.056 -3.792 -1.597
H -4.963 -4.441 -0.357
H -6.437 -1.058 0.667
H -6.041 -2.708 1.384
H -7.093 -2.511 -0.155
H -3.847 0.027 3.916
H -2.134 0.503 3.662
H -2.775 0.099 5.248
H -4.667 -2.219 4.341
H -3.690 -2.003 5.849
H -3.562 -3.554 4.789
H -0.318 -1.647 4.068
H -1.013 -2.969 4.996
H -1.160 -1.367 5.721
H -0.489 -4.677 -0.063
H -1.903 -5.504 0.782
H -0.229 -5.981 1.145
H 0.516 -2.321 2.062
H 1.196 -3.822 1.360
H 1.058 -3.605 3.222
H -2.125 -5.390 3.247
H -1.254 -4.314 4.260
H -0.353 -5.635 3.345
C 4.282 5.387 -1.588
C 3.773 4.274 -0.610
C 3.727 4.834 0.823
C 2.305 3.903 -1.065
C 4.784 3.030 -0.635
O 6.046 3.532 -0.164
C 4.914 2.506 -2.050
C 5.540 1.134 -2.427
C 4.821 0.647 -3.662
C 4.833 1.455 -4.800
C 4.048 1.124 -5.885
C 3.115 0.087 -5.794
Cl 2.051 -0.302 -7.181
C 3.116 -0.713 -4.655
C 3.936 -0.424 -3.581
C 4.427 1.918 0.447
N 3.277 1.054 0.380
C 2.146 0.985 1.137
N 1.352 0.011 0.714
C 2.031 -0.446 -0.398
N 3.194 0.116 -0.588
H 3.454 6.120 -1.769
H 4.408 4.928 -2.559
H 5.243 5.910 -1.376
H 3.163 5.785 0.794
H 4.741 5.084 1.209
H 3.220 4.159 1.495
H 1.575 4.365 -0.349
H 2.067 2.823 -1.109
H 2.136 4.317 -2.096
H 6.702 2.914 -0.502
H 5.594 3.184 -2.575
H 3.929 2.499 -2.481
H 5.531 0.383 -1.629
H 6.658 1.281 -2.625
H 5.444 2.340 -4.900
H 4.048 1.745 -6.819
H 2.409 -1.538 -4.567
H 3.961 -1.042 -2.697
H 4.300 2.375 1.419
H 5.317 1.298 0.622
H 1.978 1.532 2.052
H 1.684 -1.226 -1.050
C -3.223 3.591 1.704
C -1.766 3.238 1.570
N -0.800 4.122 1.911
O -1.462 2.167 0.995
H -3.634 3.946 0.740
H -3.447 4.433 2.383
H -3.787 2.671 1.983
H -0.991 5.035 2.267
H 0.170 3.969 1.815
N -1.653 -1.501 -4.667
N -1.611 -0.585 -3.589
N -2.064 0.707 -3.695
C -1.842 1.195 -2.443
N -1.249 0.248 -1.656
N -1.063 -0.894 -2.394
H -1.584 -1.056 -5.587
H -1.057 -2.285 -4.473
H -2.076 2.265 -2.103